1.
Computed, not measured: a 19-piece molecular cluster, H39O19 overall in a non-equilibrium geometry, with ωB97M-V with the def2-TZVPD basis set.

The geometry in XYZ format:
```
58
Properties=species:S:1:pos:R:3:forces:R:3
O -2.35537 2.24935 -2.60421 -0.122 0.605 0.470
H -2.37804 3.21281 -2.47877 0.537 -0.090 -0.594
H -2.93808 2.04963 -1.86824 -0.323 -0.684 0.409
O -3.32207 -2.17850 -2.01274 -0.304 0.804 0.636
H -4.27671 -1.99277 -1.93457 0.671 -0.352 -0.308
H -3.20294 -2.85930 -2.66966 -0.241 -0.400 -0.306
O -0.83444 1.62309 4.21411 0.520 -0.058 0.315
H -0.72499 1.61399 5.16579 -0.398 -0.167 0.480
H 0.03580 1.94760 3.95581 -0.121 0.241 -0.356
O 1.74328 1.42995 -3.79422 -0.265 0.684 1.106
H 1.02406 0.82864 -3.59509 0.526 0.007 -0.503
H 2.09555 1.23640 -4.65307 0.113 -0.466 -0.635
O -3.63536 1.58513 0.44869 1.110 -1.189 -0.219
H -4.45867 1.46159 -0.01441 -0.619 0.085 -0.168
H -3.30778 0.64029 0.60300 -0.588 1.673 0.079
O 0.66843 3.19850 -0.26564 -0.233 0.249 0.483
H 1.27455 3.80081 0.18084 -0.238 -0.017 0.434
H 1.03332 3.22097 -1.13507 0.329 -0.350 -1.315
O -0.00470 -2.06531 3.33671 -0.086 -0.865 0.678
H 0.60889 -2.67504 3.78467 -0.075 0.316 -0.247
H -0.84518 -2.32454 3.76185 0.278 0.450 -0.485
O 0.48867 3.74453 2.30217 -0.594 0.084 -0.304
H 1.00600 2.95044 2.10466 0.243 0.510 0.499
O 3.13722 -0.98236 -1.25632 -0.581 -0.452 1.701
H 3.06978 -1.56204 -0.47177 1.140 0.328 -0.442
H 2.23448 -0.66352 -1.17001 -0.409 0.573 -0.757
O 0.58862 -2.89942 -0.59862 -0.091 0.093 0.146
H 0.26794 -2.86031 -1.50472 0.093 0.118 -0.091
H 2.45339 -2.16235 -3.65665 -0.218 -0.338 0.457
O -3.57828 -0.94763 1.28194 -1.212 -0.210 1.110
H -4.49845 -1.03759 0.99745 0.030 -0.166 -0.211
H -3.73010 -0.75187 2.23507 0.583 -0.062 -0.730
O 3.41969 2.05257 0.01022 0.475 0.374 -0.041
H 2.98297 1.21834 -0.14501 -0.232 -0.497 -0.097
H 4.22343 1.97240 -0.52459 -0.185 0.094 0.191
O -0.95700 1.46095 1.57757 0.094 -1.307 -1.575
H 1.30336 -3.53869 -0.56395 0.040 -0.508 -0.237
H -1.05750 0.67447 -1.16868 1.356 0.282 -0.589
O 1.91700 -0.56805 1.65851 -0.996 -1.127 -0.180
H 1.36743 -1.20212 2.16409 0.130 0.474 -0.357
H 2.29326 -0.05234 2.35459 0.738 0.755 0.556
O -0.71167 -0.69805 -2.62461 -0.623 -0.246 -0.866
H -0.26439 0.01208 -3.11896 -0.811 -0.583 0.225
H -1.61252 -0.78030 -2.99945 0.626 0.097 0.044
O -1.17128 -1.33185 0.63880 -0.665 1.753 0.275
H -0.83949 -0.16110 0.04947 1.986 -0.438 -0.129
H -0.46031 -1.85372 1.00045 0.305 -0.747 -0.437
O -0.23391 0.56551 -0.61384 -2.763 0.755 0.804
H -1.77286 -1.78637 0.04706 0.049 -0.789 0.048
H -0.29149 1.40134 -0.04379 0.640 -0.521 0.044
O 3.36544 -1.89504 -3.67817 0.644 0.224 -1.465
H 3.83790 -2.19850 -2.90428 -0.449 0.009 0.293
H -0.63907 0.83608 2.24190 -0.489 1.101 0.496
O 2.91219 -3.39146 0.78171 0.570 -0.891 -0.198
H 2.86730 -3.48955 1.73309 0.091 0.017 0.178
H 2.35115 -2.66293 0.56161 -0.617 0.801 0.359
H -1.19325 2.35843 1.77954 0.087 0.368 1.291
H 0.72480 4.22677 3.09773 0.545 -0.403 0.034
```
Positions in Å, forces in eV/Å.

The calculation puts the HOMO energy at -12.50 eV. For the HOMO-LUMO gap, the calculation gives 9.627 eV. The value obtained for the lowest unoccupied orbital energy is -2.88 eV. The energy above the lowest of the compared OMol25 structures with the same formula, charge and spin is 55.0 kcal per mole. The charge is +1. For the total energy, the calculation gives -1452.6505 a.u.



2.
Computed, not measured: a 20-piece molecular cluster, H39O20 overall in a non-equilibrium geometry, with ωB97M-V with the def2-TZVPD basis set.

The geometry in XYZ format:
```
59
Properties=species:S:1:pos:R:3:forces:R:3
O 1.62225 2.53351 3.98170 -0.044 0.088 0.203
H 1.76400 1.72905 3.45777 0.074 0.236 -0.026
O 0.51646 2.76450 -3.23471 0.302 0.185 0.346
H 0.61421 3.68968 -2.97026 -0.265 0.199 -0.238
H 0.82479 2.33942 -2.42801 -0.041 -0.365 -0.020
O -0.59806 5.44397 -2.19231 0.593 0.249 -0.399
H -1.01489 5.44123 -1.33126 -0.301 -0.224 0.030
H -1.23261 5.08554 -2.82069 -0.271 -0.145 0.329
O -3.56297 0.06301 -1.64048 -0.434 -0.988 1.072
H -4.28890 -0.26221 -1.08818 -1.073 1.126 -0.624
H 1.46694 3.24411 3.35609 -0.006 -0.050 -0.086
O 0.04903 -0.94320 4.78125 0.003 -0.980 1.347
H -0.76885 -0.83373 4.30753 0.127 0.722 -0.594
H 0.78586 -0.43285 4.44240 -0.567 0.240 -0.656
O -4.69984 -2.66167 -1.37571 -1.139 -2.208 0.202
H -3.81235 -3.01249 -1.29655 0.441 0.728 0.042
H -4.75231 -1.72932 -1.42025 0.700 0.870 -0.445
O 0.14241 -2.08147 1.56341 0.375 1.168 0.319
H 0.19629 -2.90198 2.04283 -0.393 -0.452 -0.244
H -0.46570 -2.04311 0.77143 0.334 -0.798 0.320
O 0.86988 0.83455 0.63101 -0.549 0.729 -0.273
H -2.98072 -0.34768 -0.95352 1.536 1.026 -0.580
H 1.16626 -0.17918 2.34348 -0.404 0.208 0.011
O 4.03039 -1.24500 -3.44046 1.506 -1.063 -0.831
H 3.80467 -0.53885 -4.04221 -0.642 0.288 0.578
H 3.55120 -1.28193 -2.62547 -0.874 0.831 0.207
O -2.12061 -0.50049 -4.42673 0.327 -0.587 -0.488
H -2.21318 -0.20963 -3.51700 -0.315 0.453 -0.043
H -2.26215 0.20769 -5.05559 -0.053 0.420 0.472
O -1.93267 -0.06475 0.45619 0.835 -0.840 -0.542
H -1.35466 -0.82905 -0.08033 -0.211 0.793 -0.140
H -2.33270 -0.66405 1.08218 -0.361 -0.002 0.859
O -3.12554 3.43493 -1.62993 -0.083 -0.202 0.217
H -3.29123 3.50343 -0.68351 0.017 0.123 -0.011
H -3.20123 2.47841 -1.76609 0.085 -0.059 -0.174
O -0.87882 -1.86074 -0.86405 -0.279 -0.193 -0.147
H -0.06523 -2.36611 -0.83660 0.076 -0.103 -0.135
H -0.05276 0.55332 0.71987 -0.467 -0.467 0.403
O 1.92992 0.06709 2.88921 0.053 -0.898 -0.514
H 0.73018 1.40575 -0.13278 0.551 -0.089 -0.184
H 2.55704 -0.53730 2.46945 0.528 0.313 0.052
O -2.19371 -3.14658 -3.51976 0.604 -1.056 -0.879
H -1.72266 -2.61470 -2.87512 -0.470 0.264 0.641
H -3.12567 -3.26049 -3.35079 -0.107 0.533 0.496
O 1.45467 -0.07631 -1.94647 1.282 0.866 0.158
H 1.14484 -0.93902 -1.66140 -0.946 0.199 -0.320
H 1.01548 0.26424 -2.72743 -0.443 -0.822 -0.207
O 3.19633 -0.79258 5.11985 -1.209 0.491 -0.538
H 2.66587 -0.16880 5.63923 0.577 -0.126 0.561
H 2.63556 -0.70920 4.30982 1.047 -0.474 0.583
O 3.77696 1.75092 0.60201 0.677 0.065 0.081
H 2.98825 1.69464 1.13850 -0.465 -0.197 0.299
H 3.46729 1.58917 -0.28557 -0.223 -0.142 -0.462
O -2.90669 -2.57015 3.35994 0.067 0.023 0.017
H -2.88653 -3.40030 2.87434 -0.055 0.013 -0.070
H -2.00184 -2.46478 3.67368 0.028 -0.041 -0.022
O 6.02869 -0.76100 0.87424 -1.034 -0.126 -0.394
H 5.35019 -0.12820 0.58519 0.455 0.589 0.262
H 5.49916 -1.55925 0.74662 0.521 -0.342 0.183
```
Positions in Å, forces in eV/Å.

The calculation puts the HOMO energy at -7.45 eV. For the HOMO-LUMO gap, the calculation gives 9.485 eV. The value obtained for the lowest unoccupied orbital energy is 2.03 eV. The energy above the lowest of the compared OMol25 structures with the same formula, charge and spin is 92.2 kcal per mole. The charge is -1. For the total energy, the calculation gives -1528.2133 a.u.



3.
Computed, not measured: an isolated ion of composition H3IO3P and charge +1 in a non-equilibrium geometry, with ωB97M-V with the def2-TZVPD basis set.

The geometry in XYZ format:
```
8
Properties=species:S:1:pos:R:3:forces:R:3
O 0.20810 -0.86888 1.37394 0.409 0.926 -1.357
O 0.29100 -0.93438 -1.04293 -0.914 0.356 -2.601
O 0.71039 1.49111 0.30215 -1.909 -7.192 1.415
P -0.24425 -0.03806 0.10442 1.479 3.645 1.734
I -2.63332 0.17251 0.23305 1.227 0.109 -0.174
H 1.10824 -1.20526 1.14929 -0.297 -0.140 0.723
H -0.09819 -0.92042 -1.99347 0.905 0.143 2.152
H 0.65803 2.30338 -0.12647 -0.900 2.153 -1.891
```
Positions in Å, forces in eV/Å.

The calculation puts the HOMO energy at -15.57 eV. For the HOMO-LUMO gap, the calculation gives 9.704 eV. The value obtained for the lowest unoccupied orbital energy is -5.87 eV. The energy above the lowest of the compared OMol25 structures with the same formula, charge and spin is 25.6 kcal per mole. The charge is +1. For the total energy, the calculation gives -866.3492 a.u.



4.
Computed, not measured: a 2-piece molecular cluster, H3N2O2S overall in a non-equilibrium geometry, with ωB97M-V with the def2-TZVPD basis set.

The geometry in XYZ format:
```
8
Properties=species:S:1:pos:R:3:forces:R:3
N 1.86978 -0.41764 0.12367 1.276 0.072 2.853
N -0.04637 0.40908 -0.35150 -1.028 -1.207 -0.504
O -2.40573 0.06448 -1.13651 0.928 -2.225 0.949
O -2.04444 0.28070 1.22824 0.814 -1.694 0.183
S -1.51523 -0.42127 0.01983 -1.781 5.346 -1.662
H 2.46082 0.42071 0.29940 -0.177 -0.080 -0.776
H 1.54695 -0.44872 1.15061 0.123 -0.525 -1.731
H 0.13422 0.11265 -1.33374 -0.155 0.312 0.687
```
Positions in Å, forces in eV/Å.

The calculation puts the HOMO energy (alpha / beta) at -3.50 / -4.08 eV. For the HOMO-LUMO gap (alpha / beta), the calculation gives 7.688 / 6.551 eV. The value obtained for the lowest unoccupied orbital energy (alpha / beta) is 4.19 / 2.48 eV. Its spin multiplicity is 3. The energy above the lowest of the compared OMol25 structures with the same formula, charge and spin is 28.0 kcal per mole. The charge is -1. For the total energy, the calculation gives -659.8586 a.u.



5.
Computed, not measured: a 2-piece molecular cluster, H3N2OS overall in a non-equilibrium geometry, with ωB97M-V with the def2-TZVPD basis set.

The geometry in XYZ format:
```
7
Properties=species:S:1:pos:R:3:forces:R:3
N -0.24286 0.16908 -1.23881 -2.702 -0.193 0.538
N 0.89055 -0.07007 -0.37074 -0.435 -2.416 -1.159
O 1.19089 -1.28063 -0.36673 -0.343 2.011 -0.121
S -0.43626 0.56083 1.54037 -0.744 0.196 0.680
H -0.87337 -0.73575 -1.42505 2.038 2.164 0.941
H -0.89248 0.89814 -0.72740 1.889 -1.796 -1.373
H 0.36353 0.45841 2.58837 0.297 0.034 0.495
```
Positions in Å, forces in eV/Å.

The calculation puts the HOMO energy (alpha / beta) at -2.70 / -2.70 eV. For the HOMO-LUMO gap (alpha / beta), the calculation gives 7.251 / 7.250 eV. The value obtained for the lowest unoccupied orbital energy (alpha / beta) is 4.55 / 4.55 eV. The energy above the lowest of the compared OMol25 structures with the same formula, charge and spin is 44.3 kcal per mole. The charge is -1. For the total energy, the calculation gives -584.6597 a.u.



6.
Computed, not measured: one molecule with the formula H3N2P in a non-equilibrium geometry, with ωB97M-V with the def2-TZVPD basis set.

The geometry in XYZ format:
```
6
Properties=species:S:1:pos:R:3:forces:R:3
N 0.51902 1.76675 0.77329 0.594 1.231 0.390
P 0.45209 0.70294 -0.24783 -1.741 -2.272 -0.714
N -0.71280 -0.68802 0.02378 3.525 -1.560 0.920
H 1.50771 0.56719 -1.41734 -2.104 -0.422 1.678
H -1.69220 -1.02796 0.22771 1.384 1.785 -0.796
H -0.07382 -1.32091 0.64039 -1.659 1.239 -1.477
```
Positions in Å, forces in eV/Å.

The calculation puts the HOMO energy at -9.28 eV. For the HOMO-LUMO gap, the calculation gives 8.851 eV. Its SMILES is N#[PH]N. The value obtained for the lowest unoccupied orbital energy is -0.43 eV. The energy above the lowest of the compared OMol25 structures with the same formula, charge and spin is 86.2 kcal per mole. For the total energy, the calculation gives -452.5210 a.u.